Record 1
# C3H13NO3

4 unconnected molecules or ions with the total composition C3H13NO3 in a non-equilibrium geometry (ωB97M-V/def2-TZVPD, OMol25).

XYZ file:
```
20
Properties=species:S:1:pos:R:3
C 2.18 1.67 -0.76
C 1.54 1.32 0.71
C 0.09 -0.55 1.03
N 0.17 0.68 0.54
H 1.73 2.41 -1.33
H 3.03 2.17 -0.42
H 2.08 0.73 -1.36
H 1.50 2.34 0.99
H 2.20 0.65 1.21
H -0.68 -1.25 1.19
H 0.99 -0.82 1.61
H -1.80 0.67 1.08
H -2.89 1.21 1.93
O -2.53 0.46 1.62
H -2.15 -0.43 -1.28
H -2.68 -0.94 0.08
O -2.33 -1.23 -0.77
H -0.29 -2.71 -1.31
H -0.42 -3.25 -2.75
O 0.26 -3.14 -2.02
```

Values from the calculation:
Multiplicity: 1
SMILES string: C=NCC.O.O.O
Kohn-Sham gap (Eh): 0.41154

Record 2
# C3H13NO3

4 unconnected molecules or ions with the total composition C3H13NO3 in a non-equilibrium geometry (ωB97M-V/def2-TZVPD, OMol25).

XYZ file:
```
20
Properties=species:S:1:pos:R:3
C -1.83 -2.15 0.41
C -1.02 -0.89 0.14
C 0.22 -0.96 -0.37
N 1.01 0.08 -0.88
H -2.63 -1.84 1.08
H -2.26 -2.56 -0.51
H -1.28 -2.94 0.92
H -1.61 0.01 -0.02
H 0.73 -1.91 -0.49
H 1.55 -0.28 -1.67
H 0.52 0.93 -1.14
H -0.82 2.39 -0.28
H -1.57 3.07 -1.30
O -0.93 2.38 -1.22
H 3.14 -0.72 -0.24
H 3.83 0.53 -0.32
O 4.02 -0.39 -0.12
H -0.46 2.22 2.60
H -0.39 1.03 1.72
O -0.21 1.98 1.70
```

Values from the calculation:
Multiplicity: 1
SMILES string: C/C=C/N.O.O.O
Kohn-Sham gap (Eh): 0.33086

Record 3
# C3H13NO3

3 unconnected molecules or ions with the total composition C3H13NO3 in a non-equilibrium geometry (ωB97M-V/def2-TZVPD, OMol25).

XYZ file:
```
20
Properties=species:S:1:pos:R:3
C 0.49 -2.18 -1.12
N 0.54 -0.72 -0.98
C -0.22 -0.26 0.19
C -0.91 1.05 -0.08
O -0.02 2.05 -0.53
H 0.96 -2.45 -2.05
H -0.57 -2.50 -1.21
H 0.95 -2.67 -0.26
H 0.09 -0.37 -1.82
H -1.00 -1.02 0.38
H 0.44 -0.14 1.03
H -1.79 0.97 -0.71
H -1.29 1.38 0.90
H 0.89 1.72 -0.48
H -2.59 -0.47 2.36
H -3.82 -1.07 1.66
O -3.03 -1.30 2.15
H 3.47 0.51 0.06
H 3.69 1.95 0.47
O 3.07 1.39 0.01
```

Values from the calculation:
Multiplicity: 1
SMILES string: CNCCO.O.O
Kohn-Sham gap (Eh): 0.35233

Record 4
# C3H13NO3

3 unconnected molecules or ions with the total composition C3H13NO3 in a non-equilibrium geometry (ωB97M-V/def2-TZVPD, OMol25).

XYZ file:
```
20
Properties=species:S:1:pos:R:3
C -1.43 -0.98 -1.55
N -0.70 0.15 -1.09
C 0.62 0.05 -0.64
C 1.34 1.41 -0.42
O 0.99 1.76 1.02
H -1.37 -1.72 -0.79
H -0.97 -1.33 -2.47
H -2.57 -0.79 -1.63
H -1.01 0.84 -1.73
H 0.81 -0.70 0.25
H 1.04 -0.52 -1.49
H 2.30 1.07 -0.49
H 1.03 2.07 -1.24
H 0.02 1.79 1.05
H 3.70 -0.44 3.20
H 2.51 -0.24 2.22
O 3.02 -0.93 2.73
H -2.37 -0.33 0.70
H -3.84 -0.91 1.08
O -3.11 -0.26 1.30
```

Values from the calculation:
Multiplicity: 1
SMILES string: CNCCO.O.O
Kohn-Sham gap (Eh): 0.35109

Record 5
# C3H13NO3

3 unconnected molecules or ions with the total composition C3H13NO3 in a non-equilibrium geometry (ωB97M-V/def2-TZVPD, OMol25).

XYZ file:
```
20
Properties=species:S:1:pos:R:3
C -1.25 1.27 0.52
C -0.73 -0.17 0.36
C -0.57 -0.42 -1.16
O -0.42 -1.83 -1.26
N -1.26 1.66 1.97
H -0.55 1.98 -0.01
H -2.19 1.38 -0.01
H 0.14 -0.25 0.87
H -1.34 -0.92 0.79
H -1.49 -0.18 -1.76
H 0.22 0.38 -1.57
H 0.17 -2.10 -0.58
H -0.35 2.08 2.22
H -1.93 2.45 2.04
H 0.61 -4.34 1.12
H 0.96 -3.97 -0.31
O 1.01 -3.66 0.62
H 1.97 2.96 -0.30
H 2.30 2.90 -1.83
O 2.61 3.23 -0.97
```

Values from the calculation:
Multiplicity: 1
SMILES string: NCCCO.O.O
Kohn-Sham gap (Eh): 0.37144

Record 6
# C3H13NO3S

3 unconnected molecules or ions with the total composition C3H13NO3S in a non-equilibrium geometry (ωB97M-V/def2-TZVPD, OMol25).

XYZ file:
```
21
Properties=species:S:1:pos:R:3
C -0.60 0.68 -0.09
C 0.46 1.70 -0.16
S 1.16 2.35 -1.83
N -1.04 0.51 1.27
C -2.22 -0.35 1.38
O -2.12 -1.61 0.84
H -0.33 -0.32 -0.49
H -1.55 0.92 -0.65
H 0.12 2.61 0.33
H 1.42 1.50 0.31
H 0.90 1.32 -2.81
H -0.31 0.18 1.98
H -3.04 0.19 0.68
H -2.41 -0.51 2.37
H -1.23 -1.94 0.90
H 1.12 -1.99 1.28
H 1.70 -0.62 0.93
O 1.38 -1.07 1.71
H 3.00 -0.98 -2.56
H 1.49 -1.29 -3.05
O 2.12 -1.29 -2.32
```

Values from the calculation:
Multiplicity: 1
SMILES string: OCNCCS.O.O
Kohn-Sham gap (Eh): 0.34093

Record 7
# C3H13NO3S

3 unconnected molecules or ions with the total composition C3H13NO3S in a non-equilibrium geometry (ωB97M-V/def2-TZVPD, OMol25).

XYZ file:
```
21
Properties=species:S:1:pos:R:3
C 0.00 1.78 1.18
O -0.22 2.04 2.51
C 0.55 0.35 1.14
C 1.10 0.19 -0.22
S 2.54 1.13 -0.65
N -0.48 -0.68 1.34
H -0.88 1.94 0.57
H 0.82 2.54 1.00
H -1.16 1.48 2.76
H 1.33 0.30 1.94
H 0.33 0.32 -0.97
H 1.51 -0.72 -0.61
H 2.11 1.50 -2.08
H -0.96 -0.61 2.19
H -0.07 -1.70 1.15
H -2.03 -1.78 -0.23
H -1.48 -2.65 -1.35
O -1.37 -2.56 -0.47
H 0.01 -1.52 -3.10
H -1.20 -0.68 -3.36
O -0.47 -0.71 -2.73
```

Values from the calculation:
Multiplicity: 2
Kohn-Sham gap (spin up / spin down) (Eh): 0.32357 / 0.17672
Net charge: +1

Record 8
# C3H13NO4

4 unconnected molecules or ions with the total composition C3H13NO4 in a non-equilibrium geometry (ωB97M-V/def2-TZVPD, OMol25).

XYZ file:
```
21
Properties=species:S:1:pos:R:3
C 0.39 1.23 0.52
N 0.56 0.76 -0.74
C 0.59 1.76 -1.83
C -0.83 2.01 -2.30
O -0.09 0.54 1.42
H 1.02 2.09 0.76
H 0.06 -0.08 -1.00
H 1.19 1.31 -2.62
H 1.04 2.64 -1.38
H -1.45 2.63 -1.66
H -1.39 1.07 -2.34
H -0.81 2.34 -3.33
H -1.19 -2.47 -1.45
H -2.30 -1.67 -1.30
O -1.83 -2.06 -2.05
H -1.06 -0.62 0.68
H -2.32 -1.01 1.25
O -1.88 -1.11 0.40
H 3.95 -2.49 5.59
H 3.05 -3.80 5.40
O 3.30 -3.09 5.98
```

Values from the calculation:
Multiplicity: 1
SMILES string: CCNC=O.O.O.O
Kohn-Sham gap (Eh): 0.41121

Record 9
# C3H13O3S

4 unconnected molecules or ions with the total composition C3H13O3S in a non-equilibrium geometry (ωB97M-V/def2-TZVPD, OMol25).

XYZ file:
```
20
Properties=species:S:1:pos:R:3
C -0.63 -1.88 0.68
C 0.56 -2.26 -0.19
C 0.90 -1.20 -1.21
S 1.25 0.40 -0.68
H -1.48 -2.02 0.09
H -0.98 -2.43 1.55
H -0.34 -0.83 1.06
H 0.35 -3.19 -0.88
H 1.45 -2.35 0.39
H 1.74 -1.68 -1.76
H -0.06 -1.12 -1.74
H -0.20 0.98 -2.42
H -0.32 1.88 -3.53
O -0.88 1.32 -2.92
H 0.55 1.16 3.32
H -0.56 2.28 2.77
O -0.18 1.79 3.56
H -1.12 3.33 0.48
H 0.12 2.49 0.60
O -0.20 3.33 0.85
```

Values from the calculation:
Multiplicity: 1
Kohn-Sham gap (Eh): 0.25044
Net charge: -1

Record 10
# C3H13O5

4 unconnected molecules or ions with the total composition C3H13O5 in a non-equilibrium geometry (ωB97M-V/def2-TZVPD, OMol25).

XYZ file:
```
21
Properties=species:S:1:pos:R:3
C 0.58 -1.10 1.45
O 1.11 -1.77 0.29
C 1.27 0.26 1.68
C 0.64 1.42 0.92
O -0.62 1.92 1.50
H -0.49 -0.94 1.27
H 0.77 -1.80 2.26
H 2.26 0.04 1.16
H 1.29 0.57 2.72
H 1.18 2.37 0.95
H 0.41 1.14 -0.11
H -1.02 1.10 1.82
H -1.00 -1.74 -0.81
H -2.35 -1.37 -1.01
O -1.89 -2.03 -0.47
H -0.03 1.17 -2.29
H -1.32 1.90 -2.12
O -0.59 1.88 -2.74
H 0.66 -1.30 -0.50
H 0.66 -0.86 -2.29
O -0.06 -0.47 -1.76
```

Values from the calculation:
Multiplicity: 1
Kohn-Sham gap (Eh): 0.32286
Net charge: -1

Record 11
# C3H14CdNO

A molecular structure, C3H14CdNO in a non-equilibrium geometry (ωB97M-V/def2-TZVPD, OMol25).

XYZ file:
```
20
Properties=species:S:1:pos:R:3
C -1.69 1.39 -1.54
Cd -0.08 0.19 -0.73
N 0.94 -1.65 -1.63
H -2.82 0.99 -4.86
H 1.95 -1.51 -1.59
H -3.12 1.59 -4.53
H -1.78 1.25 -2.62
H -1.40 2.43 -1.35
H -2.65 1.19 -1.04
H 0.72 -2.48 -1.07
H 0.68 -1.83 -2.60
C 0.62 0.32 3.31
C 1.61 -0.27 2.32
O 0.98 -0.85 1.12
H -0.12 0.95 2.81
H 1.17 0.92 4.03
H 0.10 -0.46 3.87
H 2.29 0.48 1.91
H 2.20 -1.07 2.78
H 0.42 -1.59 1.42
```

Values from the calculation:
Multiplicity: 1
Kohn-Sham gap (spin up / spin down) (Eh): 0.13409 / 0.13407
Net charge: -1

Record 12
# C3H14N2O2

3 unconnected molecules or ions with the total composition C3H14N2O2 in a non-equilibrium geometry (ωB97M-V/def2-TZVPD, OMol25).

XYZ file:
```
21
Properties=species:S:1:pos:R:3
C -0.62 1.58 -0.89
C 0.47 0.55 -0.57
C 0.08 -0.82 -1.07
N 1.13 -1.84 -0.74
N -0.15 2.91 -0.49
H -1.52 1.30 -0.36
H -0.83 1.62 -1.96
H 0.52 0.51 0.51
H 1.40 0.90 -1.03
H -0.81 -1.14 -0.54
H -0.18 -0.85 -2.13
H 2.00 -1.48 -1.11
H 0.96 -2.63 -1.35
H -0.79 3.62 -0.81
H -0.09 2.93 0.52
H 0.98 -1.95 1.08
H 0.62 -2.71 2.37
O 0.74 -1.82 2.03
H -1.61 0.20 2.77
H -0.79 -0.77 1.91
O -1.51 -0.12 1.87
```

Values from the calculation:
Multiplicity: 1
SMILES string: NCCCN.O.O
Kohn-Sham gap (Eh): 0.36289

Looking at ΔE to the lowest compared entry with this formula, charge and spin for the records above, in order, we have 59.4 20.5 25.3 54.8 36.8 48.0 61.6 31.2 36.7 12.1 1.8 4.4 kcal/mol.